Density functional theory data (the ωB97M-V functional and the def2-TZVPD basis) for C5H5N in the gas phase.

CARTESIAN COORDINATES (ANGSTROEM)
C -2.256646 -0.831145 -0.026886
C -0.870601 -0.999513 0.098184
C -2.272010 0.534178 -0.066515
C -0.236749 0.189405 0.300769
C 0.985090 0.920526 0.005898
N -1.714021 1.578716 0.036845
H -3.052952 -1.537459 -0.062111
H -0.341063 -1.937963 0.161322
H 0.774222 1.988214 0.042720
H 1.424098 0.680192 -0.966974
H 1.709342 0.709064 0.796255

Cartesian forces (eV/Å) of the 6 atoms listed first:
-0.2 -0.6 -0.3
-0.2 0.2 0.4
-0.1 0.8 0.0
-0.3 0.3 0.2
0.2 0.2 -0.4
0.4 -0.6 0.1

- frontier orbital gap (eV) = 7.6690
- ΔE to the lowest compared entry with this formula, charge and spin (eV) = 4.895
- highest occupied orbital energy (eV) = -7.8003

The net atomic charges from Löwdin, expressed in e, are: atom 1 (C): -0.11, atom 2 (C): -0.12, atom 3 (C): -0.24, atom 4 (C): -0.07, atom 5 (C): -0.09, atom 6 (N): 0.18, atom 7 (H): 0.08, atom 8 (H): 0.12, atom 9 (H): 0.08, atom 10 (H): 0.08, atom 11 (H): 0.09

Density functional theory data (the ωB97M-V functional and the def2-TZVPD basis) for C5H10 as an isolated structure.

CARTESIAN COORDINATES (ANGSTROEM)
C 1.792018 -0.069179 0.139469
C 0.394869 -0.139436 -0.111861
C -0.720303 -0.917128 0.548858
C -1.692822 -0.181270 -0.415006
C -0.542538 0.742380 -0.905241
H 2.214953 0.970264 1.392053
H 2.271365 -0.898221 0.651310
H 2.415317 0.491511 -0.550661
H 1.097294 0.634562 0.864352
H -0.691297 -2.010351 0.454977
H -0.899235 -0.678796 1.609581
H -2.534617 0.327175 0.062889
H -2.077225 -0.832411 -1.204394
H -0.636065 1.779163 -0.544537
H -0.391719 0.781738 -1.991796

Cartesian forces (eV/Å) of the 6 atoms listed first:
0.0 -0.2 -0.2
0.0 -0.1 -0.2
0.0 -0.1 0.1
-0.2 0.0 0.0
0.0 0.1 -0.1
-0.1 0.0 0.0

- frontier orbital gap (eV) = 7.6693
- ΔE to the lowest compared entry with this formula, charge and spin (eV) = 6.176
- highest occupied orbital energy (eV) = -6.7867

The net atomic charges from Löwdin, expressed in e, are: atom 1 (C): -0.12, atom 2 (C): -0.37, atom 3 (C): -0.15, atom 4 (C): -0.16, atom 5 (C): -0.15, atom 6 (H): 0.09, atom 7 (H): 0.09, atom 8 (H): 0.09, atom 9 (H): 0.08, atom 10 (H): 0.10, atom 11 (H): 0.11, atom 12 (H): 0.10, atom 13 (H): 0.10, atom 14 (H): 0.11, atom 15 (H): 0.10

Density functional theory data (the ωB97M-V functional and the def2-TZVPD basis) for a 2-piece molecular cluster, C5H14S2 overall.

CARTESIAN COORDINATES (ANGSTROEM)
C -0.256594 -1.559780 0.219898
C 1.158391 -0.974100 0.265293
S 2.456855 -2.198916 0.059280
C 3.840097 -1.094635 -0.259993
H -0.892597 -1.075548 0.957034
H -0.246370 -2.615606 0.513053
H -0.742085 -1.510757 -0.752169
H 1.233217 -0.197291 -0.487175
H 1.293648 -0.445695 1.201851
H 4.404460 -0.866147 0.641711
H 4.558991 -1.551558 -0.940187
H 3.475567 -0.173648 -0.706656
C -1.108422 2.261384 -0.100414
S -2.243778 1.600259 -1.295842
C -3.407333 0.941530 -0.103418
H -0.574102 1.446157 0.374306
H -0.349216 2.853307 -0.600648
H -1.677695 2.832161 0.630799
H -3.904506 1.753502 0.416895
H -2.881344 0.268472 0.574007
H -4.137184 0.306909 -0.607623

Cartesian forces (eV/Å) of the 6 atoms listed first:
0.1 -0.8 0.4
-0.6 0.5 0.1
-0.1 -0.2 -0.3
0.5 0.0 0.1
-0.1 0.2 0.0
0.0 0.1 0.0

- SMILES = CCSC.CSC
- frontier orbital gap (eV) = 9.3519
- ΔE to the lowest compared entry with this formula, charge and spin (eV) = 0.599
- highest occupied orbital energy (eV) = -8.4610

The net atomic charges from Löwdin, expressed in e, are: atom 1 (C): -0.17, atom 2 (C): -0.60, atom 3 (S): 0.80, atom 4 (C): -0.43, atom 5 (H): 0.05, atom 6 (H): 0.06, atom 7 (H): 0.07, atom 8 (H): 0.06, atom 9 (H): 0.07, atom 10 (H): 0.03, atom 11 (H): 0.03, atom 12 (H): 0.03, atom 13 (C): -0.44, atom 14 (S): 0.72, atom 15 (C): -0.44, atom 16 (H): 0.01, atom 17 (H): 0.03, atom 18 (H): 0.04, atom 19 (H): 0.03, atom 20 (H): 0.02, atom 21 (H): 0.03

Density functional theory data (the ωB97M-V functional and the def2-TZVPD basis) for C42H45N3OPRuS as an isolated structure.

CARTESIAN COORDINATES (ANGSTROEM)
Ru -1.157901 -1.220264 0.331782
O -3.306700 -2.900631 1.216379
N -1.899928 -2.988444 1.206123
C -1.431235 -4.049252 1.758817
C -0.050736 -4.446857 1.914304
C 0.120794 -5.726438 2.450690
C 1.385922 -6.255534 2.635772
C 2.492397 -5.501646 2.283568
C 2.330292 -4.225537 1.749357
C 1.067887 -3.678968 1.563649
P 1.036061 -1.992552 0.877509
C 2.187013 -2.153236 -0.512093
C 3.451347 -1.574062 -0.517410
C 4.322636 -1.833306 -1.570498
C 3.934912 -2.666033 -2.608289
C 2.670983 -3.249331 -2.604236
C 1.801054 -2.998303 -1.557480
C 1.768390 -0.955882 2.159407
C 1.859916 -1.393458 3.481261
C 2.377886 -0.550897 4.456069
C 2.806687 0.725037 4.120938
C 2.710345 1.170137 2.807000
C 2.183078 0.339626 1.832384
H -3.666529 -3.691781 1.651873
H -2.159492 -4.757760 2.148652
H -0.749915 -6.315030 2.716949
H 1.504390 -7.248155 3.049956
H 3.489145 -5.902418 2.417652
H 3.209232 -3.653981 1.475369
H 3.778520 -0.950934 0.304373
H 5.312007 -1.393955 -1.567901
H 4.620809 -2.871884 -3.420206
H 2.375289 -3.911264 -3.408026
H 0.826747 -3.478563 -1.545473
H 1.533864 -2.386523 3.760960
H 2.458482 -0.899832 5.477618
H 3.225186 1.370859 4.882435
H 3.056053 2.162020 2.541776
H 2.117207 0.694459 0.811617
C -1.247581 1.378831 4.485263
C -0.892256 1.913860 3.122131
C -0.544099 3.261683 2.931151
C -0.170623 3.772549 1.681252
C 0.233627 5.217831 1.526568
C -0.157053 2.926775 0.585555
C -0.514983 1.561922 0.719847
C -0.873092 1.098541 2.017528
N -0.555312 0.642656 -0.276336
C -0.248526 0.889443 -1.715465
C -0.519836 -0.420993 -2.465543
C -0.177620 -0.289216 -3.956632
C -1.061797 0.802261 -4.565518
C -0.807366 2.123534 -3.834100
C 0.666293 2.521341 -3.980613
C 1.555071 1.420374 -3.392690
C 1.295810 0.093727 -4.110812
C 1.241370 1.252979 -1.903211
C -1.155878 1.964873 -2.346813
H -1.134133 2.141675 5.252447
H -0.604921 0.536950 4.750050
H -2.281172 1.028692 4.512672
H -0.546441 3.925952 3.789532
H 0.138658 5.763407 2.463739
H -0.379242 5.719595 0.776097
H 1.271778 5.294966 1.198076
H 0.155022 3.325567 -0.366076
H -1.118756 0.043482 2.171215
H -1.581814 -0.678743 -2.382698
H 0.084769 -1.228576 -2.036336
H -0.367352 -1.245735 -4.445325
H -2.118654 0.521915 -4.496289
H -0.830420 0.913578 -5.626285
H -1.442699 2.907293 -4.249667
H 0.856466 3.475359 -3.478321
H 0.902635 2.666161 -5.036533
H 2.605723 1.695380 -3.493145
H 1.936113 -0.690442 -3.697192
H 1.539145 0.188604 -5.171264
H 1.482410 2.170339 -1.365517
H 1.854862 0.450254 -1.488662
H -2.199669 1.639613 -2.253365
H -1.067253 2.925498 -1.839861
S -3.431249 -0.617968 -0.398668
C -4.070765 0.995066 -0.446615
N -5.053562 1.190899 -1.369915
C -5.709582 2.343500 -1.526271
C -5.409899 3.416885 -0.708824
C -4.438466 3.257703 0.264649
C -3.762239 2.046296 0.397785
H -5.306424 0.403507 -1.960539
H -6.469612 2.370134 -2.295719
H -5.946281 4.347120 -0.830344
H -4.202363 4.078917 0.930383
H -3.012858 1.904756 1.162601

Cartesian forces (eV/Å) of the 6 atoms listed first:
-0.7 -0.1 -0.3
0.3 0.0 0.0
-0.7 0.0 0.0
0.2 0.1 -0.1
-0.2 0.0 0.0
0.0 -0.1 0.0

- frontier orbital gap (spin up / spin down) (eV) = 7.4832 / 4.9605
- multiplicity = 5
- highest occupied orbital energy (spin up / spin down) (eV) = -15.9974 / -16.3755
- total charge = +3
- <S²> = 6.073

The net atomic charges from Löwdin, expressed in e, are: atom 1 (Ru): 0.97, atom 2 (O): -0.13, atom 3 (N): -0.16, atom 4 (C): -0.03, atom 5 (C): -0.20, atom 6 (C): 0.01, atom 7 (C): -0.01, atom 8 (C): 0.00, atom 9 (C): -0.05, atom 10 (C): -0.29, atom 11 (P): 1.04, atom 12 (C): -0.39, atom 13 (C): -0.08, atom 14 (C): -0.04, atom 15 (C): -0.04, atom 16 (C): -0.05, atom 17 (C): -0.12, atom 18 (C): -0.36, atom 19 (C): -0.07, atom 20 (C): -0.05, atom 21 (C): -0.04, atom 22 (C): -0.04, atom 23 (C): -0.12, atom 24 (H): 0.12, atom 25 (H): 0.15, atom 26 (H): 0.13, atom 27 (H): 0.13, atom 28 (H): 0.13, atom 29 (H): 0.12, atom 30 (H): 0.11, atom 31 (H): 0.12, atom 32 (H): 0.13, atom 33 (H): 0.12, atom 34 (H): 0.11, atom 35 (H): 0.11, atom 36 (H): 0.12, atom 37 (H): 0.12, atom 38 (H): 0.12, atom 39 (H): 0.09, atom 40 (C): -0.01, atom 41 (C): -0.24, atom 42 (C): 0.06, atom 43 (C): -0.22, atom 44 (C): -0.01, atom 45 (C): 0.04, atom 46 (C): -0.31, atom 47 (C): -0.06, atom 48 (N): -0.03, atom 49 (C): -0.41, atom 50 (C): -0.13, atom 51 (C): -0.26, atom 52 (C): -0.10, atom 53 (C): -0.27, atom 54 (C): -0.09, atom 55 (C): -0.26, atom 56 (C): -0.09, atom 57 (C): -0.06, atom 58 (C): -0.07, atom 59 (H): 0.09, atom 60 (H): 0.08, atom 61 (H): 0.09, atom 62 (H): 0.14, atom 63 (H): 0.09, atom 64 (H): 0.09, atom 65 (H): 0.10, atom 66 (H): 0.11, atom 67 (H): 0.08, atom 68 (H): 0.07, atom 69 (H): 0.08, atom 70 (H): 0.15, atom 71 (H): 0.12, atom 72 (H): 0.14, atom 73 (H): 0.15, atom 74 (H): 0.13, atom 75 (H): 0.13, atom 76 (H): 0.15, atom 77 (H): 0.11, atom 78 (H): 0.14, atom 79 (H): 0.12, atom 80 (H): 0.10, atom 81 (H): 0.10, atom 82 (H): 0.11, atom 83 (S): 0.89, atom 84 (C): -0.60, atom 85 (N): 0.09, atom 86 (C): 0.02, atom 87 (C): 0.03, atom 88 (C): 0.03, atom 89 (C): -0.02, atom 90 (H): 0.17, atom 91 (H): 0.16, atom 92 (H): 0.14, atom 93 (H): 0.14, atom 94 (H): 0.10

What are the calculated total energy values for these records? In order: -6751.0126 -5341.0897 -27082.1393 -73483.0873 eV.